Record 1
Below is a cluster of 11 separate species, C29H83F6N5O14P in total in a non-equilibrium geometry, with properties calculated with ωB97M-V/def2-TZVPD.

Computed properties:
* LUMO level: 1.88 eV
* HOMO level: -7.61 eV
* E: -93125.897 eV
* strongest force on any atom: 5.23 eV/A
* gap between HOMO and LUMO: 9.5 eV

```
! wB97M-V def2-TZVPD RIJCOSX def2/J DEFGRID3
* xyz -1 1
P -13.104 -17.671 21.829
F -12.427 -16.799 20.636
F -11.840 -18.761 21.748
F -14.350 -16.631 21.980
F -12.239 -16.787 22.871
F -13.561 -18.726 22.991
F -13.957 -18.569 20.741
O -8.433 -22.263 28.165
O -4.144 -14.088 24.522
O -11.501 -19.684 31.364
O -16.900 -20.410 15.825
O -8.474 -23.642 15.090
O -18.172 -16.552 26.912
O -21.147 -17.585 27.613
O -16.506 -10.947 26.967
O -16.890 -11.682 17.227
O -10.297 -21.993 26.315
O -14.405 -9.887 18.061
O -21.747 -18.092 20.805
O -13.261 -19.293 29.496
O -5.545 -15.381 16.871
N -5.735 -12.420 16.335
N -13.094 -11.959 27.877
N -11.768 -22.945 16.567
N -19.981 -19.842 23.724
N -1.277 -12.638 26.279
C -16.562 -18.987 15.754
C -17.243 -10.837 25.749
C -2.252 -12.809 25.156
C -6.602 -14.532 17.342
C -11.590 -18.353 30.960
C -21.767 -16.725 20.359
C -12.638 -18.085 29.834
C -14.500 -11.705 28.100
C -5.672 -16.664 17.446
C -1.428 -13.421 23.948
C -6.785 -13.362 16.299
C -3.310 -13.832 25.612
C -20.245 -16.702 28.204
C -20.959 -18.251 22.023
C -10.728 -21.762 14.669
C -8.525 -25.010 14.585
C -14.424 -10.934 29.371
C -7.968 -21.395 27.164
C -19.321 -15.865 27.292
C -6.947 -13.857 14.898
C -8.994 -21.315 25.961
C -20.763 -19.703 22.528
C -22.050 -20.435 22.870
C -14.430 -11.085 17.256
C -5.108 -15.151 24.741
C -15.183 -10.942 26.832
C -10.801 -23.098 15.451
C -15.616 -11.988 17.699
C -9.421 -23.425 16.101
H -22.795 -20.499 22.077
H -15.527 -18.655 15.680
H -11.639 -22.111 17.122
H -9.526 -24.290 16.756
H -19.825 -20.792 24.030
H -18.976 -15.064 27.946
H -20.369 -20.268 21.683
H -7.708 -12.829 16.526
H -11.558 -21.552 13.995
H -12.224 -17.672 28.914
H -10.684 -22.034 25.438
H -6.121 -16.649 18.439
H -20.743 -16.379 20.219
H -0.914 -13.572 26.404
H -6.038 -14.224 14.421
H -2.853 -14.741 26.004
H -4.902 -12.986 16.256
H -19.820 -15.380 26.453
H -12.704 -22.693 16.285
H -8.452 -21.768 25.131
H -7.841 -20.461 27.711
H -14.998 -9.879 26.988
H -0.812 -12.677 23.443
H -14.072 -11.439 30.270
H -7.552 -25.399 14.286
H -10.872 -19.622 32.087
H -17.804 -16.010 26.210
H -19.070 -19.453 23.530
H -15.033 -12.639 28.277
H -19.670 -17.259 28.943
H -5.889 -15.147 25.501
H -7.489 -15.159 17.244
H -20.594 -18.021 26.960
H -15.644 -11.975 18.788
H -14.840 -11.340 25.877
H -10.615 -20.884 15.306
H -18.325 -10.917 25.844
H -20.044 -17.660 21.989
H -5.670 -15.285 23.817
H -22.203 -16.124 21.157
H -22.299 -16.483 19.438
H -5.699 -12.068 17.280
H -1.753 -12.599 27.169
H -17.072 -18.625 14.861
H -17.244 -10.879 17.617
H -12.595 -11.119 27.620
H -6.994 -21.686 26.770
H -20.830 -15.966 28.755
H -13.451 -17.416 30.114
H -8.897 -25.697 15.345
H -3.901 -13.493 26.463
H -2.138 -13.786 23.206
H -9.235 -25.191 13.778
H -2.726 -11.864 24.891
H -7.410 -13.115 14.247
H -12.912 -12.477 27.029
H -15.372 -10.486 29.670
H -21.816 -21.465 23.139
H -4.493 -16.049 24.691
H -15.459 -13.026 17.407
H -10.995 -23.908 14.749
H -22.547 -19.830 23.627
H -7.673 -14.662 14.782
H -13.510 -11.654 17.389
H -17.084 -9.842 25.332
H -7.687 -22.390 28.757
H -17.001 -18.443 16.591
H -13.787 -10.056 29.261
H -10.671 -17.778 30.843
H -14.050 -19.042 29.010
H -13.521 -9.542 17.918
H -17.788 -20.552 16.163
H -12.019 -17.856 31.829
H -0.844 -14.257 24.333
H -6.480 -14.204 18.375
H -21.464 -17.594 22.731
H -16.861 -11.563 25.031
H -14.516 -10.833 16.199
H -9.271 -20.289 25.720
H -4.733 -17.214 17.515
H -9.093 -22.662 16.807
H -9.844 -21.636 14.044
H -6.414 -17.221 16.875
*
```



Record 2
Below is a structure of composition C23H18AsRh in a non-equilibrium geometry, with properties calculated with ωB97M-V/def2-TZVPD.

Computed properties:
* LUMO level: -8.99 eV
* HOMO level: -14.61 eV
* relative energy (zero: lowest compared OMol25 entry of this formula, charge and spin): 0.0 kcal/mol
* E: -87972.426 eV
* strongest force on any atom: 1.00 eV/A
* gap between HOMO and LUMO: 5.6 eV

```
! wB97M-V def2-TZVPD RIJCOSX def2/J DEFGRID3
* xyz 2 1
Rh -1.831 1.279 0.529
As -0.177 -0.424 0.086
C 2.333 2.560 1.735
C 1.971 -0.657 -4.015
C -0.218 -1.929 1.239
C 2.982 2.002 -0.536
C -3.554 1.102 -0.694
C -2.627 3.177 -0.149
C 1.956 1.078 -0.628
C 0.579 -0.683 -1.644
C -0.724 -1.778 2.528
C -3.405 2.785 0.932
C 0.893 -1.518 -3.857
C 1.660 0.206 -1.789
C -2.710 2.124 -1.185
C 0.239 -4.242 1.662
C 1.127 0.896 0.498
C 0.183 -1.527 -2.664
C 0.261 -3.159 0.799
C 3.162 2.740 0.634
C 2.351 0.204 -2.991
C -0.261 -4.093 2.951
C 1.307 1.629 1.669
C -0.741 -2.863 3.386
C -3.945 1.483 0.648
H 0.615 -5.200 1.333
H 2.502 3.127 2.639
H 3.660 2.150 -1.366
H 0.609 -2.182 -4.662
H 0.660 -3.268 -0.202
H -3.837 0.198 -1.211
H 0.692 1.444 2.545
H -1.090 -0.813 2.874
H 3.970 3.456 0.690
H -0.275 -4.941 3.622
H -4.528 0.869 1.319
H -0.656 -2.201 -2.539
H 3.191 0.870 -3.139
H -1.123 -2.755 4.392
H 2.520 -0.654 -4.946
H -3.495 3.312 1.870
H -2.007 4.059 -0.216
H -2.220 2.135 -2.147
*
```



Record 3
Below is the molecule C5H7NS in a non-equilibrium geometry, with properties calculated with ωB97M-V/def2-TZVPD.

Computed properties:
* LUMO level: 0.80 eV
* HOMO level: -8.46 eV
* relative energy (zero: lowest compared OMol25 entry of this formula, charge and spin): 129.7 kcal/mol
* SMILES: C=C1SC[C@@H]2N[C@@H]12
* E: -17618.022 eV
* strongest force on any atom: 3.68 eV/A
* gap between HOMO and LUMO: 9.3 eV

```
! wB97M-V def2-TZVPD RIJCOSX def2/J DEFGRID3
* xyz 0 1
S 0.478 -1.403 0.096
N -0.707 1.895 -1.019
C 0.632 0.336 0.909
C 0.313 0.999 -0.457
C -0.986 -0.962 -1.145
C -1.130 0.489 -0.561
C 1.034 0.421 2.207
H -1.899 -1.589 -1.072
H 0.907 -0.309 3.022
H -0.504 1.937 -2.042
H 1.226 0.633 -0.961
H -1.617 0.360 0.415
H -0.804 -0.975 -2.206
H 0.811 1.418 2.729
*
```



Record 4
Below is a structure of composition C29H39N9O2SSiY in a non-equilibrium geometry, with properties calculated with ωB97M-V/def2-TZVPD.

Computed properties:
* LUMO level: -2.08 eV
* HOMO level: -9.09 eV
* relative energy (zero: lowest compared OMol25 entry of this formula, charge and spin): 0.0 kcal/mol
* E: -67966.416 eV
* strongest force on any atom: 1.54 eV/A
* gap between HOMO and LUMO: 7.0 eV

```
! wB97M-V def2-TZVPD RIJCOSX def2/J DEFGRID3
* xyz 1 1
Y -0.199 0.329 0.257
S -2.353 -0.335 2.898
Si -0.288 -1.453 -2.254
O -0.888 1.813 -1.084
O -2.142 3.102 -2.303
N -2.600 2.094 1.031
N -0.231 -2.243 1.154
N 2.095 0.805 -0.322
N -4.502 -1.783 2.629
N -3.552 -1.227 0.636
N 0.418 2.708 1.414
N 1.587 0.519 2.393
N -2.687 -0.572 -0.233
N -2.993 2.290 -0.320
C 4.427 0.572 0.033
C 1.811 -0.806 2.995
C -1.462 -4.289 0.767
C 0.191 3.867 0.780
C 4.637 0.404 -1.345
C -3.501 -1.159 1.980
C -0.875 -3.107 0.362
C 3.150 0.776 0.502
C 1.017 1.444 3.383
C -0.101 -2.580 2.451
C -0.171 0.763 -4.163
C -0.654 -3.759 2.936
C -0.020 5.072 1.433
C 0.089 5.089 2.824
C 0.416 3.915 3.499
C 2.000 -0.254 -5.525
C -2.036 -2.232 -2.779
C 2.903 1.072 1.935
C 1.368 -1.010 -4.538
C -1.347 -4.621 2.105
C 0.930 -2.945 -2.204
C 0.574 -1.624 3.428
C 0.286 -0.518 -3.818
C 2.306 0.668 -1.634
C 0.584 2.744 2.734
C 1.578 1.069 -5.804
C -1.961 2.455 -1.300
C 0.438 1.530 -5.157
C 3.563 0.438 -2.185
H -5.219 -2.302 2.159
H 2.441 -0.641 3.883
H 3.711 0.741 2.605
H 5.277 0.491 0.693
H 1.759 1.621 4.186
H 0.007 2.492 -5.399
H -2.711 -1.451 -3.193
H -1.909 -2.938 -3.584
H -1.037 -2.804 -0.625
H -0.100 6.002 3.419
H 5.642 0.222 -1.741
H -4.330 -1.746 0.244
H -2.424 2.980 1.497
H 3.655 0.242 -3.246
H 0.170 0.973 3.841
H 1.404 0.705 -2.229
H 0.122 3.806 -0.299
H -0.560 -3.975 3.987
H 0.954 -2.237 4.275
H 2.858 -0.667 -6.049
H 2.353 -1.364 2.237
H 2.051 1.679 -6.594
H 0.933 -3.479 -3.144
H -3.134 0.269 -0.607
H -3.708 2.971 -0.501
H -3.353 1.609 1.539
H 0.847 -3.666 -1.407
H 1.773 -1.994 -4.358
H -1.009 1.203 -3.648
H 1.950 -2.551 -2.125
H -0.225 5.983 0.900
H 2.876 2.171 2.083
H -2.502 -1.194 -1.012
H -0.237 -1.050 3.888
H -2.572 -2.831 -2.006
H -4.467 -1.736 3.637
H 0.602 3.892 4.586
H -1.961 -4.894 0.044
H -1.731 -5.551 2.478
*
```